# 1
A cluster of 2 separate species, C2H3IO2 in total in a non-equilibrium geometry. Source: the OMol25 dataset; level of theory: ωB97M-V/def2-TZVPD.

Geometry as ORCA input:
```
! RIJCOSX wB97M-V def2-TZVPD def2/J DEFGRID3
* xyz 0 1
O 0.100 1.018 -3.977
C -0.606 0.539 -3.204
I -1.405 -1.457 -3.523
H -0.903 1.005 -2.270
C -0.099 -1.585 0.046
O -0.524 -0.429 -0.034
H -0.700 -2.482 0.564
H 0.739 -2.001 -0.447
*
```

Values from the calculation:
ΔE to the lowest compared entry with this formula, charge and spin ... 2.1107 eV
Kohn-Sham gap ... 10.1 eV
LUMO level ... 0.212 eV
HOMO level ... -9.906 eV

These are the Löwdin partial charges, in e, on atoms 1 to 4: atom 1 (O): 0.001, atom 2 (C): -0.714, atom 3 (I): 0.701, atom 4 (H): 0.055

# 2
A structure of composition C2H3KLi2O2 in a non-equilibrium geometry. Source: the OMol25 dataset; level of theory: ωB97M-V/def2-TZVPD.

Geometry as ORCA input:
```
! RIJCOSX wB97M-V def2-TZVPD def2/J DEFGRID3
* xyz 1 2
O 1.408 0.640 2.592
C 0.613 1.391 -0.154
C -0.212 0.319 -0.297
O -0.471 -0.549 0.694
Li 1.429 -0.700 1.287
H 0.883 1.973 -1.035
H 0.935 1.866 0.778
H -0.699 0.116 -1.261
Li -0.445 0.527 2.332
K -2.154 -2.685 0.431
*
```

Values from the calculation:
ΔE to the lowest compared entry with this formula, charge and spin ... 0.0000 eV
Kohn-Sham gap (alpha / beta) ... 7.6 / 7.6 eV
LUMO level (alpha / beta) ... -4.237 / -4.249 eV
HOMO level (alpha / beta) ... -11.859 / -11.851 eV

These are the Löwdin partial charges, in e, on atoms 1 to 4: atom 1 (O): -0.636, atom 2 (C): -0.028, atom 3 (C): -0.432, atom 4 (O): -0.542

# 3
A structure of composition C2H3KO2 in a non-equilibrium geometry. Source: the OMol25 dataset; level of theory: ωB97M-V/def2-TZVPD.

Geometry as ORCA input:
```
! RIJCOSX wB97M-V def2-TZVPD def2/J DEFGRID3
* xyz 1 2
O -0.241 -0.048 -0.514
C 0.992 1.042 -1.114
C 0.673 0.598 0.184
H 1.883 0.657 -1.609
H 0.444 1.865 -1.573
H 0.097 -0.333 1.431
K -2.935 -2.636 2.160
O -0.914 -1.146 1.034
*
```

Values from the calculation:
ΔE to the lowest compared entry with this formula, charge and spin ... 4.2618 eV
Kohn-Sham gap (alpha / beta) ... 9.7 / 8.7 eV
LUMO level (alpha / beta) ... -3.732 / -4.781 eV
HOMO level (alpha / beta) ... -13.422 / -13.496 eV

These are the Löwdin partial charges, in e, on atoms 1 to 4: atom 1 (O): -0.053, atom 2 (C): 0.134, atom 3 (C): -0.089, atom 4 (H): 0.118

# 4
A structure of composition C2H3MgO2 in a non-equilibrium geometry. Source: the OMol25 dataset; level of theory: ωB97M-V/def2-TZVPD.

Geometry as ORCA input:
```
! RIJCOSX wB97M-V def2-TZVPD def2/J DEFGRID3
* xyz 1 1
C -2.256 1.086 0.235
O -3.315 1.291 0.592
H -0.364 -0.346 -0.601
H 0.120 0.690 0.514
C 0.699 -0.030 -0.216
O 1.440 -0.968 0.459
Mg 2.402 -2.398 -0.132
H 1.273 0.674 -0.851
*
```

Values from the calculation:
ΔE to the lowest compared entry with this formula, charge and spin ... 0.0000 eV
Kohn-Sham gap ... 5.9 eV
LUMO level ... -7.635 eV
HOMO level ... -13.539 eV

These are the Löwdin partial charges, in e, on atoms 1 to 4: atom 1 (C): 0.039, atom 2 (O): 0.072, atom 3 (H): 0.069, atom 4 (H): 0.061

The calculation returns the following electronic energy values, one per record and in order: -14316.491, -22947.195, -22529.074, -11652.998 eV.